Entry 1:
DFT (ωB97M-V/def2-TZVPD) results for a cluster of 2 separate species, CH3OPS in total in a non-equilibrium geometry.

Cartesian coordinates (Å):
C1 -0.04155 -0.45051 -1.08824
O1 0.15188 0.30213 -2.00062
P1 0.94353 -0.41387 0.43544
S1 -1.31351 1.24274 1.60504
H1 -0.98496 -1.21339 -1.13913
H2 1.96332 0.19149 -0.22449
H3 -0.71871 0.34142 2.41199

LUMO   -2.94 eV
Orbital gap   6.7 eV

---

Entry 2:
DFT (ωB97M-V/def2-TZVPD) results for a structure of composition C4H4AuO6 in a non-equilibrium geometry.

Cartesian coordinates (Å):
O1 -1.14520 -1.34477 -1.82516
C1 -0.68721 -0.14482 -1.52416
C2 -0.09924 0.02714 -0.14583
O2 0.60558 1.21144 -0.01060
H1 -1.37799 0.73203 -0.90114
H2 -0.00205 0.29170 -2.27273
H3 0.59686 -0.80675 0.03714
C3 1.59901 1.29413 0.89827
O3 2.17063 0.37117 1.40453
O4 1.87225 2.55511 1.16192
H4 1.44061 3.15398 0.53585
O5 -1.16795 -2.62599 0.87896
C4 -1.34512 -1.58254 1.49739
O6 -1.08527 -0.39032 1.22333
Au1 -1.37492 -2.74151 -0.95776

Multiplicity   4
LUMO (alpha / beta)   -10.36 / -14.21 eV
Orbital gap (alpha / beta)   8.7 / 5.0 eV
Net charge   +2

---

Entry 3:
DFT (ωB97M-V/def2-TZVPD) results for a structure of composition C28H28N7PtSeTe in a non-equilibrium geometry.

Cartesian coordinates (Å):
Pt1 -0.43960 -0.36020 0.13570
C1 -6.73510 -0.13290 -2.88570
C2 -5.48950 0.15760 -2.11520
C3 -4.94500 1.44150 -2.08210
C4 -3.77400 1.68630 -1.40810
C5 -3.09360 0.67180 -0.70940
N1 -1.90060 0.94890 -0.09090
C6 -1.75670 2.14870 0.56630
C7 -2.84380 2.72400 1.24880
C8 -2.73350 3.92560 1.90660
C9 -1.52740 4.62520 1.92610
C10 -1.40020 5.95180 2.59770
C11 -0.43040 4.04850 1.30190
C12 -0.52580 2.84130 0.62030
N2 0.59790 2.37220 -0.08670
C13 1.56010 3.12800 -0.65270
C14 2.46500 2.27800 -1.24840
C15 1.97760 0.99570 -1.00420
N3 0.85200 1.07460 -0.29920
C16 -3.66250 -0.62000 -0.71300
C17 -4.83140 -0.85300 -1.43050
N4 -3.12340 -1.67050 0.05610
C18 -3.82100 -2.72830 0.52310
C19 -2.95730 -3.52870 1.23400
C20 -1.72560 -2.88530 1.15800
N5 -1.83900 -1.76200 0.45270
H1 -7.33000 0.76710 -3.01580
H2 -7.33670 -0.88460 -2.38030
H3 -6.48010 -0.51740 -3.87420
H4 -5.43720 2.24460 -2.61000
H5 -3.34220 2.67660 -1.41820
H6 -3.78030 2.18640 1.26470
H7 -3.59380 4.32880 2.41770
H8 -2.37290 6.41610 2.73010
H9 -0.76660 6.61570 2.01380
H10 -0.94280 5.84040 3.58010
H11 0.52000 4.55780 1.34760
H12 1.52960 4.19650 -0.63140
H13 3.34790 2.54630 -1.78880
H14 2.38210 0.04910 -1.31160
H15 -5.24570 -1.84790 -1.46540
H16 -4.87440 -2.84380 0.37460
H17 -3.18620 -4.44290 1.74050
H18 -0.80040 -3.20290 1.59860
Se1 1.33290 -1.54280 2.46830
N6 1.10700 -1.54510 0.61100
C21 1.36430 -2.81040 0.17810
C22 1.34130 -3.21040 -1.15440
C23 1.70760 -4.50880 -1.47040
C24 2.06800 -5.40860 -0.47240
C25 2.05670 -5.04680 0.86260
C26 1.71890 -3.73590 1.21110
N7 1.66860 -3.27390 2.47400
H19 1.04830 -2.49860 -1.91440
H20 1.71060 -4.82780 -2.50170
H21 2.36660 -6.41040 -0.73920
H22 2.30290 -5.75520 1.63470
C27 5.86650 0.14440 0.15770
Te1 4.19500 -0.70170 1.25220
C28 3.65950 1.18460 2.16740
H23 6.76700 0.11110 0.76030
H24 5.65660 1.17040 -0.12660
H25 6.02340 -0.44970 -0.73480
H26 4.29110 1.96430 1.76000
H27 3.79910 1.12430 3.24140
H28 2.61860 1.41040 1.96380

LUMO   -4.52 eV
Orbital gap   4.9 eV
Net charge   +1

---

Entry 4:
DFT (ωB97M-V/def2-TZVPD) results for a structure of composition C41H78N3PRbS3SbSi3.

Cartesian coordinates (Å):
Rb1 -0.30162 -0.33954 -0.72671
S1 -0.79457 -5.30833 -1.79171
C1 -0.00759 -3.93889 -1.13482
S2 -0.38129 -3.40079 0.46455
S3 1.13453 -3.05693 -2.08926
C2 1.85355 2.35636 3.74851
N1 1.02610 1.51931 2.91263
C3 0.96655 0.17221 3.44132
C4 -0.31171 2.10198 2.72083
C5 -0.37999 3.07327 1.55883
C6 0.02017 4.40090 1.73750
C7 0.08261 5.27177 0.65220
C8 -0.28720 4.80276 -0.60236
C9 -0.75714 3.49579 -0.73033
C10 -0.83572 2.56717 0.32064
H1 1.43618 2.46579 4.76943
H2 1.94411 3.35207 3.31557
H3 2.85548 1.92888 3.83712
H4 0.50096 0.12463 4.44365
H5 1.97768 -0.23616 3.51715
H6 0.39803 -0.47217 2.76848
H7 -0.65440 2.56163 3.66956
H8 -0.99180 1.28137 2.48556
H9 0.29172 4.76776 2.72678
H10 0.41713 6.29547 0.78783
H11 -0.23185 5.45975 -1.46750
H12 -1.08138 3.19325 -1.73036
C11 -0.81394 -3.45992 -4.97144
N2 -1.43492 -2.25118 -4.46284
C12 -1.48297 -1.02460 -5.07396
C13 -2.06952 -0.18201 -4.17295
N3 -2.37888 -0.86402 -3.02176
C14 -1.97559 -2.10082 -3.23533
H13 -1.36979 -3.83156 -5.83542
H14 -0.79693 -4.20367 -4.17172
H15 0.22026 -3.25402 -5.24436
H16 -1.08345 -0.86485 -6.06136
H17 -2.27652 0.87153 -4.27730
H18 -2.02573 -2.93300 -2.54512
C15 1.45603 0.98398 -4.22928
C16 2.30314 2.20918 -3.84682
C17 3.77198 1.83318 -3.61273
C18 3.91831 0.47848 -2.91657
C19 3.34336 -0.63422 -3.83216
C20 2.31964 -0.10811 -4.84825
P1 3.10914 0.41791 -1.22843
C21 4.02653 1.78486 -0.34598
C22 4.23867 1.50774 1.14511
C23 5.19974 2.54453 1.75041
C24 5.04765 3.92515 1.09325
C25 3.60647 4.11787 0.63956
C26 3.23942 3.11329 -0.46517
C27 3.86951 -1.16101 -0.62366
C28 5.40775 -1.21351 -0.51712
C29 5.85886 -2.23622 0.53427
C30 4.97005 -3.47385 0.45999
C31 3.54120 -3.14119 0.91886
C32 3.16175 -1.67948 0.63528
H19 0.64880 1.27284 -4.90528
H20 0.97288 0.57159 -3.34096
H21 1.88577 2.67280 -2.94956
H22 2.25286 2.96371 -4.63864
H23 4.28382 2.61833 -3.05238
H24 4.28980 1.76872 -4.57747
H25 4.98539 0.29286 -2.75369
H26 2.85242 -1.40672 -3.23626
H27 4.16308 -1.13050 -4.36125
H28 1.69449 -0.93941 -5.18312
H29 2.82455 0.29031 -5.73688
H30 5.01340 1.89507 -0.81942
H31 4.63929 0.51072 1.32115
H32 3.26047 1.54209 1.63422
H33 6.23090 2.19256 1.63921
H34 5.01287 2.62534 2.82595
H35 5.71151 4.00292 0.22502
H36 5.35258 4.71326 1.78762
H37 3.42902 5.13541 0.28488
H38 2.93881 3.97955 1.49226
H39 3.42638 3.57057 -1.43892
H40 2.16532 2.91075 -0.41419
H41 3.55696 -1.86489 -1.40221
H42 5.83742 -0.23299 -0.29044
H43 5.82012 -1.50842 -1.48767
H44 5.78202 -1.79883 1.53680
H45 6.91363 -2.48703 0.38275
H46 5.38161 -4.29288 1.05613
H47 4.95097 -3.82578 -0.57733
H48 3.44206 -3.33417 1.99120
H49 2.81980 -3.78709 0.41499
H50 3.38227 -1.04479 1.49767
H51 2.08249 -1.65221 0.47152
C33 -6.66568 -2.88538 0.88474
Si1 -5.10196 -2.48104 -0.09909
C34 -4.23200 -4.08394 -0.51263
C35 -5.63181 -1.57515 -1.65729
Sb1 -3.46468 -0.95958 1.13489
Si2 -3.69686 -2.04422 3.41721
C36 -5.31128 -1.64390 4.31396
C37 -2.28602 -1.43124 4.49587
C38 -3.52166 -3.89558 3.19190
Si3 -4.86078 1.16338 1.32377
C39 -4.16086 2.21393 2.71678
C40 -4.59627 2.05906 -0.29751
C41 -6.70915 0.91697 1.63972
H52 -7.34177 -3.50432 0.28537
H53 -7.19628 -1.97355 1.16757
H54 -6.43128 -3.43545 1.79924
H55 -4.70572 -4.55540 -1.38024
H56 -4.29243 -4.78575 0.32228
H57 -3.16774 -3.96675 -0.73271
H58 -6.23368 -2.23701 -2.28900
H59 -4.76017 -1.24472 -2.22682
H60 -6.23570 -0.69654 -1.41286
H61 -5.39602 -0.56804 4.48570
H62 -5.34944 -2.14802 5.28537
H63 -6.17779 -1.95791 3.72812
H64 -2.27814 -0.34095 4.56983
H65 -1.33005 -1.74083 4.06938
H66 -2.36164 -1.84605 5.50646
H67 -4.39430 -4.32983 2.69732
H68 -3.39355 -4.39603 4.15720
H69 -2.65239 -4.11655 2.56354
H70 -3.13324 2.48525 2.46194
H71 -4.15630 1.68792 3.67439
H72 -4.73555 3.13826 2.83407
H73 -3.52127 2.24529 -0.39800
H74 -5.11995 3.02050 -0.31682
H75 -4.92182 1.46514 -1.15421
H76 -6.87973 0.34982 2.55743
H77 -7.18388 0.37602 0.81777
H78 -7.20470 1.88869 1.73756

LUMO   3.59 eV
Orbital gap   4.6 eV
Net charge   -2

---

Entry 5:
DFT (ωB97M-V/def2-TZVPD) results for a structure of composition C10H15N2O3Rh.

Cartesian coordinates (Å):
Rh1 -2.00287 0.59210 -0.06998
N1 -1.81252 -1.31817 -0.65717
C1 -1.04577 -1.30648 -1.93344
C2 -1.48561 -0.09852 -2.74241
O1 -1.53738 -0.10889 -3.95595
N2 -1.81434 0.95256 -1.95175
C3 -2.66126 2.02145 -2.45929
C4 -3.79865 2.28007 -1.47271
O2 -4.65069 3.10050 -1.69517
O3 -3.73493 1.54253 -0.37604
H1 -1.32580 -1.85445 0.05560
H2 -2.73649 -1.71724 -0.80089
H3 -1.21412 -2.21514 -2.50713
H4 0.00794 -1.21176 -1.67787
H5 -3.06884 1.74849 -3.43283
H6 -2.09781 2.94763 -2.58322
C5 3.26626 0.29476 0.94364
C6 2.14845 -0.31646 1.79910
C7 2.33482 -1.83700 1.88252
C8 2.18965 0.28628 3.20942
C9 0.84756 -0.01380 1.17748
C10 -0.21586 0.23741 0.65112
H7 4.23679 0.07904 1.39490
H8 3.14936 1.37588 0.87037
H9 3.25399 -0.11913 -0.06521
H10 3.29772 -2.06964 2.34144
H11 2.31192 -2.28534 0.88808
H12 1.54773 -2.29117 2.48586
H13 3.15291 0.07042 3.67588
H14 1.40074 -0.13344 3.83425
H15 2.05710 1.36750 3.17138

LUMO (alpha / beta)   -1.21 / -1.21 eV
Orbital gap (alpha / beta)   7.8 / 7.8 eV

---

Entry 6:
DFT (ωB97M-V/def2-TZVPD) results for a cluster of 14 separate species, C14H56O14 in total in a non-equilibrium geometry.

Cartesian coordinates (Å):
C1 -2.13353 -2.11172 -4.87277
O1 -0.92877 -1.82968 -5.60107
H1 -2.70798 -1.25577 -4.51857
H2 -2.80942 -2.57867 -5.58917
H3 -1.97253 -2.85042 -4.08759
H4 -0.49741 -2.62233 -5.92854
C2 -5.66140 3.71996 1.56180
O2 -4.39921 3.89473 2.17104
H5 -5.96286 4.58557 0.97194
H6 -5.72935 2.81286 0.96126
H7 -6.45936 3.54766 2.28408
H8 -4.18648 3.04170 2.55662
C3 0.93671 3.74460 -5.41835
O3 0.25553 2.89697 -6.25671
H9 0.66657 4.79352 -5.54032
H10 0.71022 3.58412 -4.36429
H11 2.02422 3.71035 -5.48346
H12 0.35393 2.00010 -5.92878
C4 -0.30083 0.46517 0.31254
O4 -0.78442 -0.50546 1.22710
H13 0.32330 1.18829 0.83757
H14 0.15567 0.04382 -0.58309
H15 -1.14219 1.05066 -0.05814
H16 -1.24365 -0.14287 1.98818
C5 4.62376 -0.67694 -5.06198
O5 5.91024 -0.85348 -4.67217
H17 4.18181 -1.55845 -5.52644
H18 4.02985 -0.25319 -4.25215
H19 4.55909 0.15060 -5.76845
H20 6.14082 -0.08617 -4.14334
C6 5.39374 -1.73637 2.33321
O6 6.02148 -2.62626 3.20335
H21 5.76503 -1.71368 1.30865
H22 4.34128 -1.95210 2.14910
H23 5.52279 -0.75997 2.80023
H24 6.96148 -2.55617 3.02143
C7 4.58299 7.12560 -1.67445
O7 4.08307 5.96536 -1.04953
H25 5.66529 6.99724 -1.69022
H26 4.05547 7.16902 -2.62731
H27 4.34770 8.03146 -1.11574
H28 3.16005 6.05958 -0.80302
C8 2.46273 -5.40821 -2.07712
O8 2.47259 -6.75888 -1.50251
H29 2.58255 -5.43425 -3.16020
H30 1.50199 -4.90395 -1.97322
H31 3.20045 -4.67001 -1.76259
H32 3.39141 -6.91512 -1.27240
C9 -1.89190 0.74786 6.37578
O9 -2.93974 0.62655 5.42674
H33 -1.93144 -0.00893 7.15923
H34 -0.91747 0.69494 5.89019
H35 -1.94405 1.75200 6.79660
H36 -3.69017 0.29631 5.92613
C10 2.03055 -5.69400 3.56280
O10 2.62169 -5.18473 4.75909
H37 1.27935 -4.95895 3.27384
H38 2.86626 -5.68537 2.86308
H39 1.64750 -6.70867 3.67151
H40 3.44852 -4.77508 4.49425
C11 -4.19247 4.65349 -3.65430
O11 -5.59993 4.79420 -3.87512
H41 -3.84754 3.66584 -3.34826
H42 -3.63680 4.95342 -4.54277
H43 -3.83072 5.32609 -2.87659
H44 -5.86752 4.31474 -4.66259
C12 -2.66302 -4.65787 6.27614
O12 -1.73570 -5.25581 7.15595
H45 -2.23690 -3.88841 5.63235
H46 -3.19733 -5.36558 5.64229
H47 -3.44467 -4.24750 6.91544
H48 -0.95358 -5.20657 6.60145
C13 -3.06967 -6.40898 0.59840
O13 -4.47391 -6.12219 0.71082
H49 -2.72709 -6.91285 1.50220
H50 -2.78468 -6.96601 -0.29413
H51 -2.49968 -5.48001 0.58333
H52 -4.69564 -5.37070 0.15612
C14 -0.36100 7.55050 1.03991
O14 -0.28654 6.18452 0.49147
H53 0.31386 7.59597 1.89466
H54 0.06600 8.20323 0.27852
H55 -1.30656 8.00242 1.33956
H56 -1.01272 5.71741 0.91108

LUMO   -0.08 eV
Orbital gap   10.2 eV

---

Entry 7:
DFT (ωB97M-V/def2-TZVPD) results for a cluster of 8 separate species, C19H54O8 in total in a non-equilibrium geometry.

Cartesian coordinates (Å):
C1 -0.88532 0.41529 -3.59446
O1 -0.18315 -0.62305 -2.90420
H1 -1.61615 -0.04715 -4.26166
H2 -1.37999 1.03139 -2.84268
H3 -0.18440 1.05367 -4.13770
H4 0.44669 -1.01295 -3.53131
C2 -3.42493 3.88616 0.76059
C3 -3.06906 2.98935 -0.40097
C4 -3.34311 3.63451 -1.76317
O2 -1.70270 2.59168 -0.32298
H5 -4.41093 4.35037 0.70678
H6 -2.76661 4.76683 0.72032
H7 -3.23027 3.40227 1.70974
H8 -3.66214 2.07326 -0.34675
H9 -2.97543 4.66825 -1.72283
H10 -4.40032 3.66883 -2.02681
H11 -2.82101 3.18634 -2.60941
H12 -1.14593 3.31847 -0.62866
C5 -2.21507 -3.48421 -0.31601
C6 -3.45769 -2.62628 -0.10928
C7 -3.22493 -1.18912 -0.53913
O3 -4.51642 -3.13591 -0.95608
H13 -1.39740 -3.19964 0.34880
H14 -1.86784 -3.43015 -1.34538
H15 -2.46113 -4.51150 -0.03180
H16 -3.86193 -2.62866 0.90819
H17 -2.99047 -1.09635 -1.60029
H18 -2.35011 -0.76486 -0.03681
H19 -4.09455 -0.58856 -0.26905
H20 -4.96980 -3.80969 -0.44095
C8 3.30407 1.78751 0.27979
C9 4.31796 0.66101 0.13693
C10 4.71229 0.44957 -1.32095
O4 5.52583 1.00886 0.81710
H21 3.70698 2.72857 -0.10098
H22 3.05413 1.97981 1.32714
H23 2.39565 1.52887 -0.26618
H24 3.94265 -0.29573 0.52205
H25 5.27626 -0.47645 -1.42397
H26 5.31500 1.31388 -1.60423
H27 3.83743 0.40388 -1.96846
H28 5.30672 1.27356 1.71626
C11 1.85154 -1.02128 2.84200
C12 0.74673 -1.99618 2.43851
C13 -0.62288 -1.47970 2.89735
O5 0.74190 -2.21793 1.04760
H29 1.97841 -0.93776 3.91988
H30 1.60615 -0.00817 2.49666
H31 2.75521 -1.27009 2.28233
H32 0.96991 -2.92592 2.96659
H33 -0.72368 -0.48322 2.46131
H34 -0.77116 -1.39485 3.97377
H35 -1.38822 -2.11977 2.45767
H36 0.86289 -1.39209 0.54939
C14 2.90919 -2.15187 -3.12305
C15 2.10679 -2.76773 -4.25872
C16 1.08284 -3.78147 -3.76654
O6 1.51698 -1.67530 -4.99788
H37 3.10134 -2.89137 -2.34097
H38 2.32760 -1.39093 -2.59944
H39 3.87410 -1.77531 -3.45172
H40 2.81704 -3.23275 -4.95165
H41 1.63924 -4.60743 -3.32202
H42 0.49802 -4.22140 -4.57695
H43 0.40359 -3.31126 -3.05547
H44 1.19265 -1.99903 -5.84358
C17 -1.42315 1.47796 4.61475
C18 0.02552 1.92228 4.49527
C19 0.29908 2.67231 3.20457
O7 0.44944 2.68902 5.62035
H45 -2.04008 2.36940 4.74079
H46 -1.56808 0.83706 5.48819
H47 -1.76017 0.95003 3.72671
H48 0.69951 1.06611 4.35210
H49 -0.15033 3.66827 3.14895
H50 0.09841 2.05362 2.32973
H51 1.37063 2.89534 3.12700
H52 0.20910 2.14232 6.37833
O8 0.16804 0.29921 -0.28307
H53 -0.42004 1.05003 -0.46817
H54 0.03309 -0.29208 -1.05108

LUMO   0.57 eV
Orbital gap   10.3 eV
SMILES string   CC(C)O.CC(C)O.CC(C)O.CC(C)O.CC(C)O.CC(C)O.CO.O

---

Entry 8:
DFT (ωB97M-V/def2-TZVPD) results for the molecule C4H5NO4 in a non-equilibrium geometry.

Cartesian coordinates (Å):
C1 -0.09981 1.22757 -0.48511
C2 -0.64658 -1.58624 0.04611
C3 -2.16094 0.33544 0.23333
C4 2.02456 0.16123 0.20867
N1 0.59441 0.25686 -0.01080
O1 -1.61727 -0.78468 0.64661
O2 -1.43076 1.18274 -0.50973
O3 -0.78190 -1.87665 -1.10066
O4 -3.32813 0.50128 0.39754
H1 0.20352 2.25925 -0.81571
H2 0.14802 -1.93600 0.66706
H3 2.24771 1.01591 0.86928
H4 2.30226 -0.86367 0.60609
H5 2.54489 0.10697 -0.75268

Multiplicity   3
LUMO (alpha / beta)   0.49 / -3.36 eV
Orbital gap (alpha / beta)   6.4 / 7.2 eV

---

Entry 9:
DFT (ωB97M-V/def2-TZVPD) results for the molecule C3H4N2O2.

Cartesian coordinates (Å):
C1 -1.54515 -0.72858 -0.38201
N1 -0.36406 -0.29902 -0.14927
N2 0.73871 -1.04380 -0.42962
C2 1.78530 -0.34253 -0.00658
O1 1.69853 0.77618 0.55708
C3 -0.19331 1.15137 0.40414
O2 -0.45499 2.05351 -0.34019
H1 -2.38674 -0.08466 -0.15453
H2 -1.67203 -1.72404 -0.79726
H3 -0.31823 1.13945 1.49580
H4 2.76233 -0.80302 -0.17672

LUMO   -0.30 eV
Orbital gap   9.3 eV

---

Which relative energy (zero: lowest compared OMol25 entry of this formula, charge and spin) belongs to each record? In order, 3.364 0.000 0.912 0.000 0.065 4.531 0.000 0.000 3.730 eV.